C4H14N2O | ωB97M-V/def2-TZVPD

Geometry as ORCA input:
```
! RIJCOSX wB97M-V def2-TZVPD def2/J DEFGRID3
* xyz 0 1
C 1.2370 0.6776 -1.6609
C 1.0143 -0.6417 -0.9453
C 0.2736 -0.1868 0.4190
N -1.1914 -0.0808 0.3671
C 0.7098 -1.0697 1.6726
N 0.9325 -2.3788 1.3925
H 1.8687 1.1168 -0.8313
H 0.1668 1.2162 -1.7206
H 1.6530 0.4239 -2.6731
H 0.4878 -1.3321 -1.6437
H 1.9695 -1.1404 -0.6914
H 0.6977 0.8108 0.6211
H -1.5299 0.2405 -0.4699
H -2.0212 -0.2564 0.9461
H -0.1637 -0.8469 2.3874
H 1.5650 -0.5599 2.1955
H 0.2650 -2.7977 0.7129
H 0.7485 -2.9117 2.2372
O -2.3438 2.9606 -1.0846
H -2.6016 3.1403 -0.2048
H -1.9505 3.7528 -1.4186
*
```

Computed properties:
**Energy above the lowest of the compared OMol25 structures with the same formula, charge and spin**: 276.28 kJ/mol
**SMILES string**: CC[C@@H](N)CN.O
**E**: -9400.7435 eV
**Frontier orbital gap**: 9.2595 eV